43
Properties=species:S:1:pos:R:3:forces:R:3 method="wB97M-V/def2-TZVPD" mol_weight_g_mol=648.462 charge=+2 orbital_gap_ev="8.0 / 5.5" total_energy_ha=-5999.01903 spin_multiplicity=6
Ir 0.3576 -0.3695 0.2404 0.4 0.1 0.1
C 5.2806 -2.9612 -1.1581 0.0 0.0 0.0
C 3.8266 -3.0496 -0.7970 0.1 0.0 0.0
C 3.1643 -4.2693 -0.6783 0.0 0.0 0.0
C 1.8112 -4.3273 -0.3634 0.1 0.1 0.0
C 1.1764 -3.1252 -0.1821 0.0 0.0 0.0
Br -0.6628 -2.9696 0.2737 -0.1 -0.2 0.0
N 1.7734 -1.9373 -0.2786 0.0 0.0 0.0
C 3.0811 -1.9000 -0.5795 -0.1 0.0 0.0
H 5.7891 -3.9024 -0.9615 0.0 0.0 0.0
H 5.7816 -2.1768 -0.5927 0.0 0.0 0.0
H 5.3950 -2.7343 -2.2192 0.0 0.0 0.0
H 3.7104 -5.1918 -0.8317 0.0 0.0 0.0
H 1.2850 -5.2653 -0.2640 0.0 0.0 0.0
H 3.5259 -0.9153 -0.6464 0.0 0.0 0.0
Se 0.9734 -0.2638 2.6794 0.0 -0.1 -0.1
C -0.2975 0.8061 3.5355 -0.1 0.1 0.1
C -0.1407 1.0046 4.9087 0.0 0.0 -0.1
C -1.0877 1.7847 5.5596 -0.1 0.1 0.1
N -2.1279 2.3446 4.9489 0.2 -0.1 -0.2
C -2.2632 2.1401 3.6357 -0.2 0.1 0.1
C -1.3850 1.3886 2.8795 0.1 -0.1 0.0
H 0.6875 0.5731 5.4542 0.0 0.0 0.0
H -1.0025 1.9643 6.6247 0.0 0.0 0.0
H -3.1241 2.6048 3.1690 0.0 0.0 0.0
H -1.5490 1.2537 1.8181 0.0 0.0 0.0
C -3.5902 0.8315 -3.7214 0.0 0.1 0.0
C -2.9579 -0.2969 -3.2417 0.0 0.0 0.0
C -1.9714 -0.1849 -2.2536 -0.1 0.0 -0.1
C -1.5829 1.0616 -1.7365 0.1 0.1 0.0
C -0.5663 1.1883 -0.7518 -0.2 0.1 0.0
C -0.1905 2.4922 -0.3591 0.1 -0.1 0.0
C -0.8101 3.6194 -0.8622 0.0 0.0 -0.1
C -1.8355 3.4941 -1.8049 0.1 0.0 0.1
C -2.2227 2.2249 -2.2567 0.0 0.0 0.0
C -3.2270 2.0912 -3.2309 0.0 -0.1 0.0
H -4.3618 0.7501 -4.4746 0.0 0.0 0.0
H -3.2253 -1.2730 -3.6229 0.0 0.0 0.0
H -1.4924 -1.0845 -1.8875 0.0 0.0 0.0
H 0.6067 2.6215 0.3645 0.0 0.0 0.0
H -0.5058 4.6034 -0.5311 0.0 0.0 0.0
H -2.3227 4.3780 -2.1971 0.0 0.0 0.0
H -3.7230 2.9774 -3.6075 0.0 0.0 0.0


44
Properties=species:S:1:pos:R:3:forces:R:3 method="wB97M-V/def2-TZVPD" mol_weight_g_mol=402.277 de_lowest_kcal_mol=351.67 orbital_gap_ev=7.5 total_energy_ha=-2010.75671
C -4.1850 -2.9434 1.1778 1.4 -4.3 -4.5
H -3.1593 -3.3823 1.4797 -2.0 0.9 -0.3
H -4.5419 -2.2436 1.8482 -1.1 1.3 1.2
H -4.8632 -3.7713 0.7721 0.5 1.0 1.9
O -4.0061 -2.3457 -0.2277 2.4 1.5 3.9
C -3.2019 -1.2150 0.0419 -1.2 2.0 -1.9
C -3.6493 -0.0545 -0.4203 -0.7 4.8 -4.3
C -2.7656 1.2057 -0.7326 -0.8 -3.9 3.1
C -1.5159 1.1422 -0.1432 1.0 -2.0 1.8
C -1.0101 -0.1181 0.5280 1.4 6.5 -1.0
C -1.9203 -0.9963 0.5646 -1.0 -10.5 0.3
O -1.4607 -2.2603 1.0125 1.2 -2.4 0.8
C -0.8677 -3.4720 0.0462 -0.3 5.6 1.3
H -0.0382 -2.7878 -0.3848 -0.9 -2.2 0.3
H -1.6950 -3.6120 -0.6572 0.5 -0.7 0.2
H -0.6113 -4.1855 0.8482 -0.1 0.2 -1.1
H -0.0472 -0.3190 1.0607 -1.1 0.6 -0.9
C -0.6901 2.2935 0.0087 3.0 7.1 -3.1
N -1.0585 3.6208 -0.2628 -2.1 -5.3 2.5
C -2.6136 3.6767 -0.2501 0.6 1.8 -4.5
C -3.2215 2.4878 -1.2966 -4.7 -0.8 17.1
H -2.9091 2.6637 -2.0732 5.7 3.3 -14.7
H -4.2677 2.6802 -1.1878 -0.8 -0.4 -0.4
H -3.1143 3.6908 0.8003 1.0 0.2 -2.0
H -2.7746 4.7699 -1.0777 0.0 -3.1 3.3
C 0.8757 2.3058 0.0285 -13.2 -11.4 -0.9
C 1.7119 3.1164 0.2183 4.3 18.2 2.2
C 3.0085 2.8674 0.1880 -4.0 -10.7 -1.9
C 2.6941 1.3171 0.1405 11.7 2.7 0.3
C 3.6762 0.1576 -0.0028 -1.7 0.5 -0.5
C 5.0397 0.3166 0.0714 -0.7 -3.4 -0.3
C 5.7425 -0.9834 -0.1176 3.9 7.9 2.6
C 5.1995 -2.1218 -0.2767 -3.9 -6.2 -0.9
C 3.7730 -2.3132 -0.5135 0.2 6.4 1.0
C 3.0128 -1.0992 -0.3811 5.0 -0.4 0.8
H 2.0218 -0.8640 -0.5071 -2.4 -0.9 -0.6
Cl 3.0357 -3.6685 -1.0454 -0.8 -2.4 -0.6
H 5.7499 -3.0445 -0.1164 0.3 0.2 -0.5
H 6.8224 -0.8718 0.1824 -1.0 -0.5 -0.7
Cl 5.7700 1.7732 0.6180 0.5 -0.6 -0.3
O 1.5259 1.0359 0.0780 -6.4 0.0 -1.2
H 3.7640 3.2893 0.5763 5.3 3.1 2.2
H 1.3644 4.2938 0.3709 0.6 -3.2 -0.5
H -4.5999 -0.0311 -0.9866 0.3 0.0 0.6


59
Properties=species:S:1:pos:R:3:forces:R:3 method="wB97M-V/def2-TZVPD" mol_weight_g_mol=729.714 charge=-2 de_lowest_kcal_mol=63.48 orbital_gap_ev="8.0 / 8.0" total_energy_ha=-5318.36580 spin_multiplicity=2
Fe -0.3118 0.1137 1.3256 -1.9 -2.7 1.0
O 1.9617 1.5279 4.8862 0.0 -0.1 0.1
C 1.2354 1.1955 3.9396 0.1 0.1 -0.1
O 1.1408 1.6541 2.7833 0.1 0.1 0.1
C 0.1920 0.1128 4.2468 -0.2 -0.2 0.1
C -0.0027 -0.4224 5.5136 0.0 0.0 -0.1
C -1.0998 -1.2388 5.7407 0.0 0.0 0.1
C -2.0261 -1.4488 4.7288 0.0 0.0 -0.2
C -1.7552 -0.9031 3.4896 0.1 0.1 0.1
N -0.6462 -0.2078 3.2654 0.4 0.2 -0.2
C -2.6904 -0.8944 2.3062 -0.1 -0.2 0.0
O -3.8084 -1.3777 2.4047 0.0 0.0 0.0
O -2.2059 -0.2879 1.2837 -0.3 0.4 -0.3
H 0.7155 -0.1610 6.2776 0.0 0.0 0.0
H -1.2545 -1.6809 6.7185 0.0 0.0 0.0
H -2.9426 -2.0075 4.8552 0.0 0.0 0.0
O 2.8329 -0.3478 -0.7817 0.0 0.0 0.0
S 2.6634 0.2042 0.5467 -0.3 -0.3 0.0
O 3.8426 0.2034 1.3759 0.1 -0.1 0.0
O 1.5421 -0.4469 1.2896 0.5 0.9 -0.4
C 2.3555 1.9797 0.1888 0.0 0.2 0.0
C 3.6134 2.5541 -0.0207 0.0 -0.1 0.1
C 3.7942 3.8658 -0.4053 0.0 0.1 0.0
C 2.6883 4.6692 -0.5852 0.0 0.0 0.0
C 1.4299 4.1308 -0.3909 -0.1 -0.1 0.2
C 1.2219 2.8016 -0.0063 0.3 -0.1 0.0
S -0.5830 2.3499 0.0254 1.6 0.2 0.0
O -1.1276 3.6672 -0.2389 -0.3 -0.5 -0.1
O -1.8092 1.7316 -1.5315 0.2 -0.8 -0.3
O -1.0508 1.8697 1.3481 0.4 0.5 0.0
H 4.4783 1.9283 0.1403 0.0 0.0 0.0
H 4.7974 4.2464 -0.5581 0.0 0.0 0.0
H 2.7890 5.7093 -0.8723 0.0 0.0 0.0
H 0.5678 4.7592 -0.5309 0.0 0.0 0.0
N -0.1586 0.5938 -0.5787 0.2 2.8 0.7
C -0.9922 0.7372 -1.5906 -1.6 -0.1 -0.9
N -0.9711 -0.0356 -2.6871 0.2 -0.2 -0.2
C -2.0006 0.1492 -3.6988 0.1 0.0 0.1
C -2.2133 -1.1501 -4.4650 0.0 0.0 0.0
C -0.8965 -1.6559 -5.0423 0.0 0.0 0.1
C 0.0640 -1.9154 -3.8875 0.1 0.0 0.0
C 0.2984 -0.6405 -3.0944 -0.1 -0.2 0.2
H -1.7250 0.9619 -4.3872 0.0 0.0 0.0
H -2.9159 0.4419 -3.1897 0.0 0.1 0.0
H -2.9616 -0.9925 -5.2471 0.0 0.0 0.0
H -2.6012 -1.8927 -3.7624 -0.1 0.0 0.0
H -0.4719 -0.8851 -5.6990 0.0 0.0 -0.1
H -1.0522 -2.5541 -5.6454 0.0 0.0 0.0
H 1.0267 -2.2887 -4.2459 0.0 0.0 0.0
H -0.3630 -2.6572 -3.2114 0.0 0.0 0.0
H 0.8486 0.0901 -3.7061 0.0 0.0 -0.1
H 0.8840 -0.8344 -2.1980 0.0 0.0 -0.1
Cl 1.0464 -4.7028 0.7377 -0.1 0.1 0.0
C -0.6539 -4.1524 0.6460 0.1 -0.3 0.1
Cl -1.4995 -5.1361 -0.5749 0.0 0.1 0.0
Cl -1.4328 -4.4241 2.2179 0.0 0.0 -0.1
C -0.6261 -2.6283 0.2404 0.1 0.0 0.2
O -0.7553 -2.3729 -0.9357 0.0 0.1 -0.3
O -0.4248 -1.9048 1.2467 0.5 -0.1 0.1


Please write out number 1 again, unchanged.
43
Properties=species:S:1:pos:R:3:forces:R:3 method="wB97M-V/def2-TZVPD" mol_weight_g_mol=648.462 charge=+2 orbital_gap_ev="8.0 / 5.5" total_energy_ha=-5999.01903 spin_multiplicity=6
Ir 0.3576 -0.3695 0.2404 0.4 0.1 0.1
C 5.2806 -2.9612 -1.1581 0.0 0.0 0.0
C 3.8266 -3.0496 -0.7970 0.1 0.0 0.0
C 3.1643 -4.2693 -0.6783 0.0 0.0 0.0
C 1.8112 -4.3273 -0.3634 0.1 0.1 0.0
C 1.1764 -3.1252 -0.1821 0.0 0.0 0.0
Br -0.6628 -2.9696 0.2737 -0.1 -0.2 0.0
N 1.7734 -1.9373 -0.2786 0.0 0.0 0.0
C 3.0811 -1.9000 -0.5795 -0.1 0.0 0.0
H 5.7891 -3.9024 -0.9615 0.0 0.0 0.0
H 5.7816 -2.1768 -0.5927 0.0 0.0 0.0
H 5.3950 -2.7343 -2.2192 0.0 0.0 0.0
H 3.7104 -5.1918 -0.8317 0.0 0.0 0.0
H 1.2850 -5.2653 -0.2640 0.0 0.0 0.0
H 3.5259 -0.9153 -0.6464 0.0 0.0 0.0
Se 0.9734 -0.2638 2.6794 0.0 -0.1 -0.1
C -0.2975 0.8061 3.5355 -0.1 0.1 0.1
C -0.1407 1.0046 4.9087 0.0 0.0 -0.1
C -1.0877 1.7847 5.5596 -0.1 0.1 0.1
N -2.1279 2.3446 4.9489 0.2 -0.1 -0.2
C -2.2632 2.1401 3.6357 -0.2 0.1 0.1
C -1.3850 1.3886 2.8795 0.1 -0.1 0.0
H 0.6875 0.5731 5.4542 0.0 0.0 0.0
H -1.0025 1.9643 6.6247 0.0 0.0 0.0
H -3.1241 2.6048 3.1690 0.0 0.0 0.0
H -1.5490 1.2537 1.8181 0.0 0.0 0.0
C -3.5902 0.8315 -3.7214 0.0 0.1 0.0
C -2.9579 -0.2969 -3.2417 0.0 0.0 0.0
C -1.9714 -0.1849 -2.2536 -0.1 0.0 -0.1
C -1.5829 1.0616 -1.7365 0.1 0.1 0.0
C -0.5663 1.1883 -0.7518 -0.2 0.1 0.0
C -0.1905 2.4922 -0.3591 0.1 -0.1 0.0
C -0.8101 3.6194 -0.8622 0.0 0.0 -0.1
C -1.8355 3.4941 -1.8049 0.1 0.0 0.1
C -2.2227 2.2249 -2.2567 0.0 0.0 0.0
C -3.2270 2.0912 -3.2309 0.0 -0.1 0.0
H -4.3618 0.7501 -4.4746 0.0 0.0 0.0
H -3.2253 -1.2730 -3.6229 0.0 0.0 0.0
H -1.4924 -1.0845 -1.8875 0.0 0.0 0.0
H 0.6067 2.6215 0.3645 0.0 0.0 0.0
H -0.5058 4.6034 -0.5311 0.0 0.0 0.0
H -2.3227 4.3780 -2.1971 0.0 0.0 0.0
H -3.7230 2.9774 -3.6075 0.0 0.0 0.0